1.
Formula: C25H76O33P8
Source: OMol25
Level of theory: ωB97M-V/def2-TZVPD

Each atom is followed by the atoms it is bonded to, with distances in Å.
CARTESIAN COORDINATES (ANGSTROEM)
1 C -2.652 6.801 5.210  O2 1.393, H9 1.090, H10 1.090, H11 1.090
2 O -3.138 6.488 6.479  C1 1.393, P3 1.658
3 P -2.421 5.502 7.602  O2 1.658, O4 1.509, O5 1.604, O7 1.660
4 O -1.349 4.627 6.998  P3 1.509
5 O -1.947 6.491 8.773  P3 1.604, C6 1.453
6 C -1.634 5.864 10.046  O5 1.453, H12 1.090, H13 1.090, H14 1.090
7 O -3.666 4.661 8.308  P3 1.660, C8 1.441
8 C -4.421 3.693 7.553  O7 1.441, H15 1.090, H16 1.090, H17 1.090
9 H -1.678 6.314 5.164  C1 1.090
10 H -2.563 7.885 5.148  C1 1.090
11 H -3.368 6.409 4.489  C1 1.090
12 H -1.250 6.567 10.786  C6 1.090
13 H -0.840 5.125 9.940  C6 1.090
14 H -2.438 5.487 10.678  C6 1.090
15 H -4.499 2.746 8.086  C8 1.090
16 H -4.104 3.569 6.518  C8 1.090
17 H -5.417 4.042 7.281  C8 1.090
18 C 4.566 -1.010 -10.958  O19 1.421, H26 1.090, H27 1.090, H28 1.090
19 O 4.032 -1.177 -9.652  C18 1.421, P20 1.679
20 P 3.053 -2.496 -9.304  O19 1.679, O21 1.513, O22 1.648, O24 1.614
21 O 1.944 -2.804 -10.285  P20 1.513
22 O 2.515 -2.098 -7.797  P20 1.648, C23 1.451
23 C 1.115 -2.128 -7.420  O22 1.451, H29 1.090, H30 1.090, H31 1.090
24 O 3.971 -3.797 -9.037  P20 1.614, C25 1.449
25 C 4.622 -4.570 -10.076  O24 1.449, H32 1.090, H33 1.090, H34 1.090
26 H 5.476 -1.556 -11.208  C18 1.090
27 H 4.821 0.047 -11.038  C18 1.090
28 H 3.858 -1.271 -11.744  C18 1.090
29 H 0.817 -1.396 -6.670  C23 1.090
30 H 0.795 -3.056 -6.946  C23 1.090
31 H 0.409 -1.837 -8.197  C23 1.090
32 H 4.562 -4.113 -11.064  C25 1.090
33 H 4.159 -5.537 -10.273  C25 1.090
34 H 5.687 -4.639 -9.853  C25 1.090
35 C -10.834 0.598 5.521  O36 1.403, H43 1.090, H44 1.090, H45 1.090
36 O -9.858 0.167 4.609  C35 1.403, P37 1.641
37 P -10.144 -1.001 3.493  O36 1.641, O38 1.495, O39 1.655, O41 1.633
38 O -11.581 -1.101 3.092  P37 1.495
39 O -9.167 -0.640 2.207  P37 1.655, C40 1.458
40 C -7.713 -0.583 2.300  O39 1.458, H46 1.090, H47 1.090, H48 1.090
41 O -9.489 -2.317 4.204  P37 1.633, C42 1.403
42 C -9.863 -2.605 5.526  O41 1.403, H49 1.090, H50 1.090, H51 1.090
43 H -10.434 0.607 6.535  C35 1.090
44 H -11.720 -0.034 5.469  C35 1.090
45 H -11.197 1.590 5.252  C35 1.090
46 H -7.313 0.151 1.600  C40 1.090
47 H -7.363 -1.559 1.963  C40 1.090
48 H -7.334 -0.324 3.289  C40 1.090
49 H -9.293 -3.488 5.817  C42 1.090
50 H -10.903 -2.922 5.596  C42 1.090
51 H -9.760 -1.776 6.225  C42 1.090
52 C 1.815 -6.756 9.046  O53 1.399, H60 1.090, H61 1.090, H62 1.090
53 O 2.150 -5.590 8.349  C52 1.399, P54 1.626
54 P 3.266 -4.558 8.925  O53 1.626, O55 1.462, O56 1.618, O58 1.585
55 O 3.024 -4.134 10.303  P54 1.462
56 O 4.741 -5.177 8.681  P54 1.618, C57 1.423
57 C 5.809 -4.268 8.919  O56 1.423, H63 1.090, H64 1.090, H65 1.090
58 O 3.222 -3.379 7.866  P54 1.585, C59 1.364
59 C 2.154 -2.530 7.872  O58 1.364, H66 1.090, H67 1.090, H68 1.090
60 H 0.756 -6.947 9.221  C52 1.090
61 H 2.343 -6.772 9.999  C52 1.090
62 H 2.206 -7.584 8.454  C52 1.090
63 H 6.710 -4.471 8.342  C57 1.090
64 H 6.077 -4.282 9.976  C57 1.090
65 H 5.641 -3.214 8.697  C57 1.090
66 H 1.302 -2.976 8.385  C59 1.090
67 H 1.736 -2.284 6.896  C59 1.090
68 H 2.470 -1.589 8.323  C59 1.090
69 C -1.510 6.411 -5.459  O70 1.446, H77 1.090, H78 1.090, H79 1.090
70 O -1.656 6.170 -6.877  C69 1.446, P71 1.612
71 P -0.463 5.450 -7.688  O70 1.612, O72 1.475, O73 1.611, O75 1.612
72 O 0.109 4.368 -6.864  P71 1.475
73 O -1.051 5.034 -9.130  P71 1.611, C74 1.448
74 C -0.895 3.664 -9.572  O73 1.448, H80 1.090, H81 1.090, H82 1.090
75 O 0.537 6.672 -8.013  P71 1.612, C76 1.439
76 C 1.700 6.485 -8.839  O75 1.439, H83 1.090, H84 1.090, H85 1.090
77 H -0.695 5.827 -5.030  C69 1.090
78 H -2.455 6.211 -4.953  C69 1.090
79 H -1.416 7.473 -5.231  C69 1.090
80 H -0.298 3.745 -10.480  C74 1.090
81 H -1.842 3.163 -9.774  C74 1.090
82 H -0.337 3.075 -8.844  C74 1.090
83 H 1.945 5.424 -8.893  C76 1.090
84 H 2.507 6.880 -8.221  C76 1.090
85 H 1.705 6.944 -9.828  C76 1.090
86 C -6.605 0.755 -6.768  O87 1.421, H94 1.090, H95 1.090, H96 1.090
87 O -6.624 0.427 -8.150  C86 1.421, P88 1.588
88 P -7.266 -0.910 -8.718  O87 1.588, O89 1.460, O90 1.630, O92 1.599
89 O -7.363 -1.993 -7.745  P88 1.460
90 O -8.728 -0.529 -9.331  P88 1.630, C91 1.445
91 C -8.857 0.463 -10.374  O90 1.445, H97 1.090, H98 1.090, H99 1.090
92 O -6.294 -1.233 -9.946  P88 1.599, C93 1.458
93 C -6.357 -2.568 -10.530  O92 1.458, H100 1.090, H101 1.090, H102 1.090
94 H -7.273 0.139 -6.166  C86 1.090
95 H -6.779 1.824 -6.647  C86 1.090
96 H -5.639 0.535 -6.314  C86 1.090
97 H -9.523 0.158 -11.181  C91 1.090
98 H -7.861 0.596 -10.796  C91 1.090
99 H -9.245 1.444 -10.101  C91 1.090
100 H -6.371 -2.559 -11.619  C93 1.090
101 H -7.258 -3.122 -10.269  C93 1.090
102 H -5.619 -3.293 -10.187  C93 1.090
103 C 6.365 2.954 8.943  O104 1.422, H111 1.090, H112 1.090, H113 1.090
104 O 7.356 2.247 8.208  C103 1.422, P105 1.583
105 P 7.765 2.637 6.729  O104 1.583, O106 1.495, O107 1.612, O109 1.621
106 O 8.435 3.969 6.622  P105 1.495
107 O 8.648 1.374 6.256  P105 1.612, C108 1.396
108 C 9.538 1.459 5.183  O107 1.396, H114 1.090, H115 1.090, H116 1.090
109 O 6.345 2.613 5.947  P105 1.621, C110 1.405
110 C 6.144 2.601 4.557  O109 1.405, H117 1.090, H118 1.090, H119 1.090
111 H 6.322 4.033 8.791  C103 1.090
112 H 6.520 2.660 9.981  C103 1.090
113 H 5.362 2.572 8.753  C103 1.090
114 H 9.976 0.488 4.951  C108 1.090
115 H 10.305 2.154 5.526  C108 1.090
116 H 9.070 1.937 4.323  C108 1.090
117 H 5.652 1.643 4.391  C110 1.090
118 H 7.030 2.503 3.930  C110 1.090
119 H 5.459 3.382 4.226  C110 1.090
120 C 3.765 -4.743 -0.733  O121 1.420, H128 1.090, H129 1.090, H130 1.090
121 O 4.853 -5.379 -0.079  C120 1.420, P122 1.625
122 P 6.382 -4.923 -0.386  O121 1.625, O123 1.492, O124 1.644, O126 1.616
123 O 6.829 -3.621 0.189  P122 1.492
124 O 7.332 -6.182 0.075  P122 1.644, C125 1.434
125 C 8.559 -5.949 0.781  O124 1.434, H131 1.090, H132 1.090, H133 1.090
126 O 6.482 -4.976 -1.998  P122 1.616, C127 1.423
127 C 5.841 -6.031 -2.707  O126 1.423, H134 1.090, H135 1.090, H136 1.090
128 H 3.347 -5.501 -1.395  C120 1.090
129 H 3.971 -3.913 -1.409  C120 1.090
130 H 3.009 -4.424 -0.015  C120 1.090
131 H 8.254 -5.987 1.826  C125 1.090
132 H 9.078 -5.008 0.599  C125 1.090
133 H 9.259 -6.773 0.644  C125 1.090
134 H 5.533 -6.804 -2.003  C127 1.090
135 H 6.490 -6.524 -3.431  C127 1.090
136 H 4.984 -5.709 -3.300  C127 1.090
137 C -0.395 1.654 0.727  O138 1.420, H139 1.090, H140 1.090, H141 1.090
138 O -1.060 2.686 1.440  C137 1.420, H142 0.960
139 H -0.596 1.760 -0.339  C137 1.090
140 H 0.681 1.676 0.899  C137 1.090
141 H -0.761 0.663 0.994  C137 1.090
142 H -0.820 2.566 2.362  O138 0.960

Values from the calculation:
electronic energy: -6212.4240 a.u.
energy relative to the best compared isomer or geometry (same formula, charge and spin): 633.2 kJ/mol
SMILES: COP(=O)(OC)OC.COP(=O)(OC)OC.COP(=O)(OC)OC.COP(=O)(OC)OC.COP(=O)(OC)OC.COP(=O)(OC)OC.COP(=O)(OC)OC.COP(=O)(OC)OC.CO
LUMO energy: 0.3 eV

Atomic partial charges in e from the Löwdin method, atoms 1 to 6: number 1, C, carries -0.12; number 2, O, carries -0.25; number 3, P, carries 0.51; number 4, O, carries -0.27; number 5, O, carries -0.20; number 6, C, carries -0.10

---

2.
Formula: C25H76O33P8
Source: OMol25
Level of theory: ωB97M-V/def2-TZVPD

Each atom is followed by the atoms it is bonded to, with distances in Å.
CARTESIAN COORDINATES (ANGSTROEM)
1 C -1.892 -17.901 39.086  O2 1.426, H9 1.091, H10 1.093, H11 1.090
2 O -1.153 -18.251 37.918  C1 1.426, P3 1.582
3 P -1.545 -17.635 36.514  O2 1.582, O4 1.471, O5 1.615, O7 1.597
4 O -2.932 -17.834 36.069  P3 1.471
5 O -1.104 -16.088 36.657  P3 1.615, C6 1.440
6 C -0.878 -15.320 35.461  O5 1.440, H12 1.088, H13 1.087, H14 1.095
7 O -0.405 -18.213 35.555  P3 1.597, C8 1.431
8 C -0.453 -19.592 35.179  O7 1.431, H15 1.092, H16 1.086, H17 1.091
9 H -2.762 -17.279 38.869  C1 1.091
10 H -1.301 -17.322 39.800  C1 1.093
11 H -2.116 -18.845 39.582  C1 1.090
12 H -1.433 -14.385 35.511  C6 1.088
13 H -0.972 -15.970 34.594  C6 1.087
14 H 0.170 -15.004 35.481  C6 1.095
15 H 0.420 -20.085 35.613  C8 1.092
16 H -0.396 -19.695 34.100  C8 1.086
17 H -1.310 -20.124 35.596  C8 1.091
18 C -1.511 -8.419 33.598  O19 1.427, H26 1.090, H27 1.091, H28 1.089
19 O -0.991 -9.272 32.578  C18 1.427, P20 1.592
20 P -0.107 -8.661 31.403  O19 1.592, O21 1.471, O22 1.616, O24 1.597
21 O -0.564 -7.350 30.918  P20 1.471
22 O 1.372 -8.704 32.053  P20 1.616, C23 1.415
23 C 2.517 -8.667 31.223  O22 1.415, H29 1.091, H30 1.090, H31 1.094
24 O -0.043 -9.852 30.341  P20 1.597, C25 1.438
25 C -1.306 -10.254 29.785  O24 1.438, H32 1.093, H33 1.090, H34 1.090
26 H -1.310 -7.353 33.487  C18 1.090
27 H -1.051 -8.814 34.504  C18 1.091
28 H -2.588 -8.476 33.749  C18 1.089
29 H 2.351 -9.178 30.273  C23 1.091
30 H 3.354 -9.138 31.738  C23 1.090
31 H 2.847 -7.649 30.999  C23 1.094
32 H -2.034 -9.446 29.896  C25 1.093
33 H -1.706 -11.165 30.230  C25 1.090
34 H -1.128 -10.401 28.719  C25 1.090
35 C -4.643 -13.536 36.530  O36 1.452, H43 1.088, H44 1.090, H45 1.088
36 O -4.555 -12.109 36.275  C35 1.452, P37 1.581
37 P -3.390 -11.572 35.352  O36 1.581, O38 1.474, O39 1.602, O41 1.595
38 O -3.284 -12.193 34.020  P37 1.474
39 O -2.089 -11.875 36.235  P37 1.602, C40 1.423
40 C -0.818 -11.311 35.927  O39 1.423, H46 1.092, H47 1.092, H48 1.088
41 O -3.549 -9.986 35.436  P37 1.595, C42 1.437
42 C -4.075 -9.437 36.655  O41 1.437, H49 1.085, H50 1.090, H51 1.096
43 H -4.084 -13.726 37.443  C35 1.088
44 H -4.228 -14.124 35.712  C35 1.090
45 H -5.693 -13.804 36.628  C35 1.088
46 H -0.668 -10.390 36.495  C40 1.092
47 H -0.723 -11.075 34.866  C40 1.092
48 H -0.044 -12.011 36.234  C40 1.088
49 H -4.192 -10.103 37.503  C42 1.085
50 H -4.990 -8.867 36.497  C42 1.090
51 H -3.336 -8.676 36.928  C42 1.096
52 C 3.478 -16.089 28.190  O53 1.427, H60 1.087, H61 1.089, H62 1.095
53 O 3.021 -15.694 29.483  C52 1.427, P54 1.602
54 P 2.603 -14.171 29.753  O53 1.602, O55 1.477, O56 1.601, O58 1.599
55 O 2.155 -13.908 31.136  P54 1.477
56 O 3.947 -13.440 29.279  P54 1.601, C57 1.417
57 C 4.877 -13.041 30.270  O56 1.417, H63 1.092, H64 1.094, H65 1.088
58 O 1.528 -13.758 28.644  P54 1.599, C59 1.419
59 C 0.156 -14.002 28.911  O58 1.419, H66 1.090, H67 1.093, H68 1.089
60 H 4.460 -16.544 28.292  C52 1.087
61 H 3.408 -15.296 27.447  C52 1.089
62 H 2.807 -16.863 27.807  C52 1.095
63 H 5.138 -13.847 30.960  C57 1.092
64 H 4.462 -12.239 30.888  C57 1.094
65 H 5.765 -12.636 29.790  C57 1.088
66 H -0.100 -13.927 29.968  C59 1.090
67 H -0.147 -14.988 28.550  C59 1.093
68 H -0.476 -13.295 28.375  C59 1.089
69 C -7.113 -11.158 35.231  O70 1.431, H77 1.088, H78 1.090, H79 1.089
70 O -6.164 -10.324 34.558  C69 1.431, P71 1.607
71 P -6.622 -9.024 33.731  O70 1.607, O72 1.474, O73 1.607, O75 1.616
72 O -7.179 -7.924 34.539  P71 1.474
73 O -5.299 -8.670 32.891  P71 1.607, C74 1.431
74 C -4.626 -9.706 32.169  O73 1.431, H80 1.086, H81 1.093, H82 1.088
75 O -7.667 -9.595 32.638  P71 1.616, C76 1.423
76 C -8.156 -8.713 31.634  O75 1.423, H83 1.091, H84 1.096, H85 1.087
77 H -6.910 -12.188 34.945  C69 1.088
78 H -8.103 -10.897 34.856  C69 1.090
79 H -7.081 -11.099 36.317  C69 1.089
80 H -4.213 -9.278 31.260  C74 1.086
81 H -5.296 -10.518 31.873  C74 1.093
82 H -3.878 -10.199 32.787  C74 1.088
83 H -7.788 -9.072 30.672  C76 1.091
84 H -7.751 -7.697 31.700  C76 1.096
85 H -9.233 -8.619 31.745  C76 1.087
86 C 1.314 -16.846 32.873  O87 1.428, H94 1.087, H95 1.091, H96 1.091
87 O 1.220 -18.269 32.804  C86 1.428, P88 1.590
88 P 2.454 -19.221 32.486  O87 1.590, O89 1.477, O90 1.591, O92 1.617
89 O 3.433 -19.426 33.572  P88 1.477
90 O 1.688 -20.550 32.067  P88 1.591, C91 1.418
91 C 2.363 -21.745 31.711  O90 1.418, H97 1.088, H98 1.091, H99 1.092
92 O 3.011 -18.720 31.053  P88 1.617, C93 1.413
93 C 4.003 -19.395 30.307  O92 1.413, H100 1.094, H101 1.094, H102 1.087
94 H 1.277 -16.512 33.907  C86 1.087
95 H 0.505 -16.374 32.314  C86 1.091
96 H 2.218 -16.510 32.362  C86 1.091
97 H 3.365 -21.866 32.116  C91 1.088
98 H 2.315 -21.860 30.627  C91 1.091
99 H 1.779 -22.589 32.085  C91 1.092
100 H 4.709 -18.646 29.936  C93 1.094
101 H 3.592 -19.796 29.376  C93 1.094
102 H 4.524 -20.151 30.890  C93 1.087
103 C -6.202 -13.258 32.242  O104 1.440, H111 1.091, H112 1.088, H113 1.090
104 O -7.280 -14.211 32.192  C103 1.440, P105 1.587
105 P -8.782 -13.700 32.164  O104 1.587, O106 1.458, O107 1.602, O109 1.610
106 O -9.200 -12.924 33.325  P105 1.458
107 O -8.941 -12.895 30.788  P105 1.602, C108 1.419
108 C -10.199 -12.698 30.161  O107 1.419, H114 1.090, H115 1.092, H116 1.091
109 O -9.624 -15.035 31.851  P105 1.610, C110 1.415
110 C -9.278 -15.904 30.788  O109 1.415, H117 1.093, H118 1.088, H119 1.095
111 H -6.509 -12.253 31.948  C103 1.091
112 H -5.441 -13.641 31.565  C103 1.088
113 H -5.859 -13.197 33.275  C103 1.090
114 H -11.027 -12.874 30.847  C108 1.090
115 H -10.285 -13.312 29.262  C108 1.092
116 H -10.217 -11.660 29.823  C108 1.091
117 H -8.258 -15.748 30.428  C110 1.093
118 H -10.030 -15.875 30.003  C110 1.088
119 H -9.212 -16.930 31.164  C110 1.095
120 C -5.300 -16.472 34.099  O121 1.432, H128 1.089, H129 1.091, H130 1.090
121 O -6.336 -17.364 34.525  C120 1.432, P122 1.610
122 P -7.348 -16.889 35.685  O121 1.610, O123 1.479, O124 1.592, O126 1.583
123 O -7.491 -15.439 35.935  P122 1.479
124 O -8.684 -17.676 35.324  P122 1.592, C125 1.437
125 C -9.683 -17.092 34.470  O124 1.437, H131 1.092, H132 1.086, H133 1.088
126 O -6.833 -17.678 36.957  P122 1.583, C127 1.420
127 C -5.582 -17.346 37.541  O126 1.420, H134 1.089, H135 1.095, H136 1.086
128 H -5.589 -15.422 34.117  C120 1.089
129 H -5.050 -16.711 33.065  C120 1.091
130 H -4.406 -16.658 34.694  C120 1.090
131 H -10.450 -17.868 34.502  C125 1.092
132 H -9.260 -17.011 33.473  C125 1.086
133 H -10.205 -16.202 34.815  C125 1.088
134 H -5.060 -18.244 37.869  C127 1.089
135 H -5.810 -16.797 38.460  C127 1.095
136 H -4.918 -16.769 36.903  C127 1.086
137 C -2.299 -14.492 31.790  O138 1.412, H139 1.099, H140 1.094, H141 1.092
138 O -2.198 -13.083 31.784  C137 1.412, H142 0.993
139 H -1.335 -14.933 32.079  C137 1.099
140 H -3.036 -14.923 32.474  C137 1.094
141 H -2.501 -14.828 30.772  C137 1.092
142 H -2.438 -12.784 32.700  O138 0.993

Values from the calculation:
electronic energy: -6212.6024 a.u.
energy relative to the best compared isomer or geometry (same formula, charge and spin): 165.0 kJ/mol
SMILES: COP(=O)(OC)OC.COP(=O)(OC)OC.COP(=O)(OC)OC.COP(=O)(OC)OC.COP(=O)(OC)OC.COP(=O)(OC)OC.COP(=O)(OC)OC.COP(=O)(OC)OC.CO
LUMO energy: 0.5 eV

Atomic partial charges in e from the Löwdin method, atoms 1 to 6: number 1, C, carries -0.09; number 2, O, carries -0.20; number 3, P, carries 0.40; number 4, O, carries -0.22; number 5, O, carries -0.21; number 6, C, carries -0.08

---

In order of appearance, gap between HOMO and LUMO = 10.4, 10.4 eV.
In order of appearance, maximum force = 4.2, 2.1 eV Å⁻¹.
In order of appearance, HOMO = -0.373, -0.363 Eh.